{
  "formula": "C6H14N2",
  "method": "the ωB97M-V functional and the def2-TZVPD basis",
  "gap_ev": 9.16,
  "e_above_lowest_kcal_mol": 38.8,
  "homo_energy_ev": -8.185,
  "smiles": "C/C=C/N.C=NCC",
  "molar_mass_da": 114.2,
  "elements": ["C", "C", "C", "N", "H", "H", "H", "H", "H", "H", "H", "C", "N", "C", "C", "H", "H", "H", "H", "H", "H", "H"],
  "coordinates": [[2.08120, 1.04306, 1.01421], [2.52102, -0.38380, 0.97836], [2.13756, -1.26723, 0.06648], [2.55332, -2.60491, -0.02346], [1.46068, 1.26951, 0.14414], [1.47454, 1.25143, 1.89908], [2.91757, 1.74313, 1.01667], [3.14927, -0.74421, 1.79137], [1.44822, -0.95837, -0.71449], [1.85185, -3.18557, -0.46010], [2.80865, -3.01224, 0.86670], [-2.19771, 2.22390, -1.83756], [-2.74705, 1.34416, -1.12440], [-1.86290, 0.36092, -0.49458], [-2.63950, -0.54831, 0.44096], [-1.11173, 2.31258, -1.94953], [-2.83503, 2.93381, -2.35852], [-1.44703, -0.25048, -1.30188], [-1.02063, 0.81532, 0.03579], [-1.97666, -1.19817, 1.01242], [-3.24674, 0.03229, 1.13471], [-3.31889, -1.17681, -0.13634]],
  "mulliken_charge": [-0.94, -0.16, -0.03, -0.54, 0.14, 0.26, 0.35, 0.24, 0.19, 0.24, 0.24, -0.27, -0.50, 0.05, -1.20, 0.23, 0.26, 0.30, 0.16, 0.34, 0.32, 0.29]
}


{
  "formula": "H2N3O2S",
  "method": "the ωB97M-V functional and the def2-TZVPD basis",
  "gap_ev": 6.20,
  "e_above_lowest_kcal_mol": 58.9,
  "homo_energy_ev": -2.856,
  "total_charge": -1,
  "smiles": "O=NN([O-])NS",
  "molar_mass_da": 108.1,
  "elements": ["O", "N", "N", "O", "N", "S", "H", "H"],
  "coordinates": [[2.52561, -0.99211, 0.26499], [1.29979, -0.84959, 0.47431], [0.68163, 0.17733, -0.02929], [1.17688, 1.24982, -0.63245], [-0.72124, 0.48672, 0.16585], [-1.88415, -0.52633, -0.66634], [-0.76052, 1.49540, -0.04752], [-2.31801, -1.04123, 0.47044]],
  "mulliken_charge": [-0.57, -0.28, 0.85, -0.85, -0.41, -0.17, 0.29, 0.13]
}


{
  "formula": "C33H31N2O3",
  "method": "the ωB97M-V functional and the def2-TZVPD basis",
  "gap_ev": 5.58,
  "e_above_lowest_kcal_mol": 72.3,
  "homo_energy_ev": -10.557,
  "total_charge": 1,
  "molar_mass_da": 503.6,
  "elements": ["H", "C", "H", "C", "C", "N", "C", "C", "C", "C", "O", "C", "C", "C", "C", "C", "C", "N", "O", "H", "H", "H", "H", "H", "H", "H", "H", "H", "H", "H", "H", "C", "C", "C", "C", "C", "C", "C", "C", "C", "C", "O", "C", "C", "C", "C", "C", "C", "C", "C", "C", "C", "H", "H", "H", "H", "H", "H", "H", "H", "H", "H", "H", "H", "H", "H", "H", "H", "H"],
  "coordinates": [[-1.08579, 1.33710, -1.14100], [-1.62047, 2.22676, -0.41395], [-1.86683, 3.04295, -1.12008], [-2.87296, 1.66198, 0.11020], [-3.05514, 1.39465, 1.42907], [-2.23880, 1.86323, 2.40220], [-2.34515, 1.40003, 3.72575], [-2.00644, 2.24331, 4.78794], [-2.13735, 1.82808, 6.10676], [-2.49515, 0.48847, 6.37696], [-2.37911, 0.10122, 7.67426], [-2.45579, -1.31169, 7.95550], [-2.87179, -0.38169, 5.32175], [-2.83451, 0.10691, 4.00532], [-1.24308, 2.73205, 2.00059], [-0.85699, 2.85068, 0.70229], [0.34796, 3.68229, 0.47792], [0.58527, 4.08231, -0.80770], [1.12294, 3.93015, 1.41116], [-3.64660, 1.36776, -0.60354], [-3.84356, 0.71903, 1.73247], [-1.69175, 3.26166, 4.58383], [-1.93954, 2.48171, 6.95355], [-2.46040, -1.35312, 9.04059], [-3.38097, -1.74720, 7.54377], [-1.57857, -1.84535, 7.55201], [-3.16936, -1.41127, 5.55158], [-3.20562, -0.53735, 3.21169], [-0.63323, 3.11555, 2.80689], [-0.15740, 4.20690, -1.47530], [1.43062, 4.63549, -0.91807], [-4.20279, -4.18586, -2.92521], [-3.23389, -3.05310, -2.75535], [-3.72230, -1.74645, -2.58732], [-2.83666, -0.67010, -2.49818], [-1.43952, -0.84223, -2.36672], [-0.65032, 0.40255, -1.99139], [0.80767, 0.22342, -1.70173], [1.37900, -0.93790, -1.13099], [2.74331, -1.03073, -0.87898], [3.58255, 0.02294, -1.23714], [4.95897, -0.13047, -1.04214], [5.68715, -0.59364, -2.14505], [6.49836, 0.35230, -2.77693], [7.21362, -0.03144, -3.91173], [7.15722, -1.35234, -4.36936], [6.36216, -2.28551, -3.70030], [5.60109, -1.92048, -2.58793], [3.05806, 1.16047, -1.86589], [1.70985, 1.22702, -2.13658], [-0.96630, -2.15336, -2.68387], [-1.85289, -3.23289, -2.83198], [-3.74461, -5.16207, -2.72552], [-5.07472, -4.05899, -2.27418], [-4.58138, -4.20942, -3.95436], [-4.79535, -1.59748, -2.51893], [-3.25483, 0.33373, -2.44331], [-0.80756, 1.12875, -2.83227], [0.75534, -1.79871, -0.88661], [3.20548, -1.91407, -0.42970], [6.51308, 1.36581, -2.38970], [7.81776, 0.71579, -4.42136], [7.75178, -1.65220, -5.23832], [6.32717, -3.32339, -4.04427], [4.95269, -2.63124, -2.06971], [3.73957, 1.96340, -2.15365], [1.33757, 2.08953, -2.71866], [0.08784, -2.39039, -2.76309], [-1.49860, -4.25379, -2.99606]],
  "mulliken_charge": [0.31, 0.22, 0.55, -1.01, -0.42, 0.25, 0.82, -0.23, -0.89, 0.93, -0.42, -0.78, -0.79, -0.76, 0.08, -0.35, -0.21, -0.28, -0.67, 0.45, 0.47, 0.40, 0.42, 0.25, 0.31, 0.35, 0.23, 0.28, 0.60, 0.24, 0.27, -1.45, 0.97, -1.06, -0.63, 0.16, -0.32, 0.30, -0.60, -0.26, -0.02, -0.52, 0.38, -0.20, -0.43, -0.51, -0.42, -0.43, -0.68, -0.42, -0.32, -0.93, 0.37, 0.37, 0.29, 0.38, 0.74, 0.55, 0.86, 0.55, 0.45, 0.36, 0.37, 0.34, 0.34, 0.39, 0.27, 0.77, 0.35]
}


{
  "formula": "C36H38F3N5O8SeSiTi",
  "method": "the ωB97M-V functional and the def2-TZVPD basis",
  "gap_ev": [4.44, 7.24],
  "e_above_lowest_kcal_mol": 0.0,
  "spin_multiplicity": 3,
  "homo_energy_ev": [-0.225, -3.028],
  "total_charge": -2,
  "molar_mass_da": 880.6,
  "elements": ["Ti", "C", "C", "O", "N", "C", "C", "C", "C", "C", "C", "N", "H", "H", "H", "H", "H", "H", "H", "H", "H", "H", "O", "N", "N", "O", "C", "C", "C", "C", "C", "C", "H", "H", "H", "H", "H", "F", "C", "F", "F", "C", "C", "C", "N", "C", "C", "H", "H", "H", "H", "C", "C", "C", "C", "Si", "O", "C", "C", "C", "C", "C", "C", "C", "C", "C", "C", "C", "C", "H", "H", "H", "H", "H", "H", "H", "H", "H", "H", "H", "H", "H", "H", "H", "H", "H", "H", "H", "O", "Se", "O", "O", "O"],
  "coordinates": [[0.38477, 0.56894, -0.94673], [-2.11700, 2.03155, -3.40346], [-2.34499, 1.01702, -2.29772], [-1.38805, 1.03207, -1.35309], [-3.63460, 1.19940, -1.68361], [-3.86976, 0.30254, -0.56547], [-3.66273, 0.90447, 0.80906], [-3.72986, 0.03681, 1.90288], [-3.48744, 0.52777, 3.16770], [-3.19380, 1.87809, 3.31447], [-3.16973, 2.66111, 2.17493], [-3.40406, 2.19758, 0.94597], [-1.07439, 1.98449, -3.70987], [-2.34734, 3.02366, -3.01625], [-2.74607, 1.80774, -4.26578], [-4.35156, 1.09500, -2.38743], [-3.21279, -0.56964, -0.62961], [-4.89100, -0.08833, -0.61263], [-3.92929, -1.01546, 1.74178], [-3.50358, -0.13682, 4.02414], [-2.96792, 2.31165, 4.27986], [-2.92632, 3.71624, 2.24414], [2.26317, 0.16154, -0.98138], [3.04253, 0.43734, -2.02561], [2.31089, 1.15374, -2.88895], [1.05677, 1.47619, -2.54080], [2.80829, 1.55030, -4.10302], [4.14551, 1.28363, -4.44531], [4.63171, 1.70082, -5.67089], [3.82388, 2.38102, -6.57606], [2.49888, 2.63306, -6.22906], [1.98457, 2.22832, -5.01260], [4.77263, 0.75341, -3.74439], [5.66493, 1.48760, -5.92265], [4.21506, 2.70045, -7.53408], [1.84654, 3.14695, -6.92591], [0.95088, 2.39403, -4.75250], [0.25637, 6.00644, 3.57365], [1.24417, 5.81913, 2.63525], [2.41214, 5.83641, 3.32228], [1.22341, 7.00897, 1.93607], [1.06735, 4.62769, 1.81865], [-0.15463, 4.39614, 1.12109], [-0.31183, 3.27419, 0.36710], [0.65991, 2.31585, 0.21707], [1.85909, 2.56936, 0.84770], [2.08712, 3.66302, 1.62745], [-0.97552, 5.10005, 1.18543], [-1.24543, 3.07339, -0.14038], [2.63335, 1.83205, 0.68550], [3.05754, 3.77805, 2.09176], [2.24805, -0.76718, 3.01131], [0.88352, -1.44648, 3.19259], [1.06167, -2.65986, 4.10671], [-0.08110, -0.43302, 3.81974], [0.27270, -1.88035, 1.44697], [0.15876, -0.50943, 0.62094], [1.44646, -3.16724, 0.71947], [1.27650, -4.51856, 1.03683], [2.15525, -5.48926, 0.57535], [3.22688, -5.12294, -0.22787], [3.40813, -3.78844, -0.56200], [2.52998, -2.82015, -0.09081], [-1.40182, -2.76964, 1.42542], [-1.88206, -3.07671, 0.14521], [-3.08197, -3.74961, -0.03612], [-3.83055, -4.14413, 1.06663], [-3.37218, -3.85574, 2.34478], [-2.17222, -3.17324, 2.51573], [2.61946, -0.41185, 3.98140], [2.17906, 0.09096, 2.34057], [2.98815, -1.45830, 2.59892], [1.46465, -2.34168, 5.07756], [1.76202, -3.38043, 3.67682], [0.12307, -3.18542, 4.29795], [0.30723, -0.09023, 4.78794], [-1.07529, -0.85546, 3.98972], [-0.20135, 0.44053, 3.17503], [0.43059, -4.82491, 1.64533], [1.99571, -6.53099, 0.83082], [3.90927, -5.87726, -0.60336], [4.22927, -3.49394, -1.20468], [2.67575, -1.78522, -0.37487], [-1.30594, -2.78011, -0.72797], [-3.42725, -3.96201, -1.04092], [-4.76754, -4.67189, 0.92967], [-3.95189, -4.15628, 3.21072], [-1.84486, -2.94867, 3.52420], [-1.48822, -2.65953, -3.74030], [-0.96536, -1.17221, -3.44642], [-2.41828, -0.34894, -2.92069], [0.00661, -1.15208, -2.10792], [-0.35262, -0.34709, -4.67911]],
  "mulliken_charge": [-0.64, -1.34, 0.19, 1.42, -0.25, -0.61, 0.21, -0.05, -0.22, -0.66, -0.31, -0.43, -0.20, 0.37, 0.47, 0.31, -0.08, 0.55, 0.37, 0.37, 0.39, 0.43, -0.17, -0.96, 1.05, 0.28, 0.25, -0.58, -0.39, -0.51, -0.68, -0.02, 0.40, 0.34, 0.36, 0.34, 0.12, -0.30, 0.82, -0.32, -0.31, 0.54, -1.17, -0.97, 0.98, -0.70, -1.31, 0.46, 0.68, 0.68, 0.39, -1.71, 2.45, -1.91, -1.52, -1.62, 1.66, 0.64, -0.24, -0.79, -0.50, -0.81, -0.02, 1.29, -0.48, -0.51, -0.57, -0.76, -0.34, 0.50, 0.14, 0.35, 0.51, 0.33, 0.22, 0.52, 0.07, 0.14, 0.33, 0.39, 0.35, 0.46, 0.30, 0.37, 0.47, 0.34, 0.36, 0.01, -0.78, 1.16, -0.56, -1.18, -0.65]
}